Computed, not measured: a cluster of 7 separate species, C28H61BF3NO14P in total, with wB97M-V/def2-TZVPD.

Results
Lowest unoccupied orbital energy (Eh): -0.14818
Max |F| (eV Å⁻¹): 0.862
Charge: +1
E (Ha): -2877.3986
Frontier orbital gap (eV): 7.70

```
109
Properties=species:S:1:pos:R:3:forces:R:3:mulliken_charge:R:1
H -0.29745 1.62663 1.42931 -0.1984 0.1397 0.0568 0.3683
C 1.93856 -2.50163 1.13151 -0.1810 -0.0628 -0.4280 -0.7177
C 2.80015 -4.19855 3.89175 -0.4847 0.1674 0.0225 -0.6004
H 3.53193 -6.66325 -0.19252 0.0008 0.0093 -0.0432 0.3532
H 2.97418 -2.56354 -1.50428 0.1377 -0.0856 0.1080 0.4034
H -4.44532 3.27577 5.94080 -0.0079 -0.0203 0.0047 0.3885
C -3.62187 1.56416 -3.87830 0.1310 0.1129 -0.0234 -1.2527
H 3.64595 -4.09367 3.21869 0.0495 -0.1611 0.0034 0.1045
H -2.97578 2.42346 -4.05787 -0.0072 -0.0004 -0.0401 0.3173
H -2.18122 0.13056 -4.56935 0.0989 0.0127 0.0472 0.3109
H 3.70936 -3.01977 -5.05929 0.0415 0.0212 0.0297 0.2001
C -6.68248 6.54492 -3.04451 0.0755 0.0881 -0.0241 -1.3065
C 0.68642 5.12801 -0.33213 0.0720 -0.1246 0.0351 -1.3906
F -3.93355 -0.19533 2.38053 -0.2698 -0.0665 0.2276 -0.2406
H 6.65733 -3.68131 -4.20260 -0.0105 0.0147 -0.0012 0.4279
H -1.90777 6.05655 0.03764 0.0523 0.0397 -0.0120 0.3635
H -1.54501 6.07885 -1.69482 -0.0096 0.0023 -0.0065 0.4566
O -0.97176 3.56088 0.47880 -0.0756 -0.1124 -0.0199 -0.3484
H -0.12999 2.54687 3.99201 0.0458 0.3175 0.4649 0.2993
F -3.56559 0.97817 0.60697 -0.0475 0.0872 -0.1198 -0.2379
C -3.30603 0.80422 5.40978 0.1428 -0.0588 -0.0443 -1.2843
C -3.42086 3.15815 6.29315 0.1121 0.1126 -0.0165 -1.5756
C 0.21300 -1.24802 0.04935 -0.0470 -0.2081 -0.5164 -1.0316
H -4.32696 0.85794 5.03277 -0.0036 0.0041 0.0099 0.3747
H 0.61062 5.74514 0.56762 -0.0341 0.0537 -0.0331 0.3212
C 0.12419 -0.44446 1.15086 -0.2534 0.0940 -0.0296 1.1271
H -1.06792 4.10520 1.26883 0.0308 0.0651 -0.0254 0.2220
O 2.42428 -2.89316 4.39409 0.4149 0.0012 0.1579 -0.5961
O 3.77324 -1.02650 3.72802 -0.5206 0.3860 0.1445 -0.4034
O 3.96380 -5.66716 -4.61895 0.1251 -0.1120 -0.0333 -0.5484
O -4.58062 5.39190 -3.38651 0.0458 0.0149 -0.1442 -0.4616
H -6.75249 6.20756 -2.00624 -0.0495 -0.0442 -0.0117 0.3304
H -6.16862 7.50589 -3.04712 -0.0032 0.0028 -0.0272 0.3260
O -1.92310 0.51009 2.03628 0.0688 0.1105 0.1742 -0.1522
H -2.93698 4.13443 6.28976 -0.0083 0.0043 -0.0256 0.3787
C -1.76143 5.43006 -0.84680 -0.0819 -0.0866 0.0185 -1.2446
H 1.94753 -4.61863 3.36168 0.0514 -0.1679 -0.0959 0.3208
P 1.70664 1.73776 3.18236 0.0671 0.4754 -0.0178 0.9862
C -2.65271 2.17593 5.42746 -0.2771 -0.1076 0.2576 1.0174
O -1.87281 0.49202 -2.60480 0.1994 -0.1293 0.2132 -0.4250
H -2.69782 4.90660 -1.04257 0.0241 -0.0157 -0.0290 0.1198
H 0.97674 5.76952 -1.16405 -0.0122 0.0188 0.0010 0.4188
C 0.76632 0.16462 3.40336 0.0311 0.7424 0.4361 -0.7441
C -0.82423 0.72042 1.14572 0.3647 0.0413 -0.0857 -1.0091
H -2.40850 0.65788 -1.81996 -0.0842 0.0787 -0.0521 0.1617
C 4.62021 -6.59232 -0.18680 -0.1825 0.0441 0.0480 -1.4019
C 6.57835 -5.02318 -0.02761 0.0191 0.2225 0.0356 -1.5084
H 4.87234 -5.07859 1.90471 0.0856 -0.0785 -0.0722 0.2954
O 2.42503 -3.32867 -1.72260 -0.2779 0.1157 -0.0723 -0.3920
H 7.00710 -5.57224 0.81500 -0.0419 -0.0923 -0.0323 0.4253
C 4.97806 -4.76619 -5.06044 -0.1883 0.2663 0.1737 0.3038
H -0.41696 -1.05092 -0.80885 -0.0812 0.0240 -0.0118 0.9534
F -2.83579 -1.04064 0.72075 0.0218 -0.1309 -0.0800 -0.2534
C -2.79738 0.30336 -3.68670 -0.3117 0.0315 0.0438 0.3219
H 4.65379 -4.55777 -0.85744 -0.0589 0.0658 0.0469 -0.2492
C 1.11718 -2.29271 0.03085 0.3258 0.0537 0.1120 0.0590
H 3.05991 -4.84193 4.72462 0.0102 0.0919 0.1398 0.3471
H -1.30839 1.73661 6.78393 0.0851 0.0323 0.0276 0.3407
O -1.29155 2.07392 5.88172 0.1065 -0.0251 -0.5270 -0.5714
H 4.04909 -1.00377 4.65410 0.3820 -0.2107 -0.0651 0.3373
H -7.69365 6.68992 -3.42591 -0.0087 -0.0128 0.0078 0.3898
N 0.90959 -0.68582 2.22490 -0.1063 -0.2909 0.0447 0.5031
H -0.53648 3.78786 -1.48117 -0.0217 -0.0899 0.0436 0.2697
H 3.73329 -3.89167 -6.59094 0.0168 -0.0121 -0.0107 0.3320
H 2.64864 -3.31930 1.08894 0.2084 0.0602 0.2910 0.6018
B 2.74908 -1.88161 3.53992 -0.2402 -0.1732 -0.0402 0.8554
O 2.32000 1.84834 1.85905 -0.1121 -0.0951 -0.0165 -0.6482
C -3.05620 0.06821 1.44205 0.1637 0.0467 -0.1030 0.8102
H 3.57375 2.11808 4.08588 0.0919 -0.0740 0.1518 0.3742
H -4.35544 -1.09101 -4.25539 -0.0146 0.0124 0.0011 0.4269
C 5.06528 -5.14875 -0.03933 0.3000 -0.3252 0.0406 0.9656
H -4.64038 5.06977 -2.48087 -0.0014 0.0170 0.0213 0.2451
H 4.98771 -7.19043 0.65162 0.0723 -0.0074 -0.0319 0.3622
H 3.40468 -5.19888 -3.98868 -0.0453 0.0132 -0.0258 0.3417
H 5.11342 -2.88192 -6.13145 0.0024 0.0077 0.0107 0.3628
H 4.99871 -7.02641 -1.11179 0.0110 0.0016 -0.0050 0.3921
H 7.01150 -5.41542 -0.94699 -0.0030 -0.0249 0.0013 0.3662
H -2.59097 2.56239 4.40629 0.0814 0.0076 -0.0114 0.0508
H -3.33421 0.38623 6.41925 -0.0558 0.0445 0.0258 0.4209
H -5.81590 5.89931 -4.89816 0.0991 0.0009 -0.0079 0.3145
H -4.25802 -0.77186 -2.51714 -0.0480 0.0419 -0.0327 0.2794
H -6.04377 3.46907 -4.49992 -0.0168 0.0096 -0.0266 0.1605
O 4.51546 -4.57694 1.16321 -0.1608 0.1375 -0.0909 -0.4014
H -7.62180 4.24792 -4.29694 -0.0053 0.0184 0.0097 0.4143
O 2.73223 1.75055 4.39485 -0.0232 0.0061 -0.1139 -0.5071
H -6.67400 3.76968 -2.88082 -0.0515 0.0470 0.0220 0.3053
C 1.82711 -1.67898 2.23720 0.3990 -0.0688 -0.0009 0.1544
H -1.16671 0.89348 0.13072 -0.0137 0.0094 -0.0575 -0.0926
H -2.74317 0.11331 4.78011 -0.0237 0.0225 -0.0115 0.1857
C -5.91701 5.52928 -3.87742 -0.1666 -0.0771 0.2685 0.3920
C 4.35242 -3.56698 -5.75554 -0.0214 -0.0423 -0.0797 -1.1445
H -4.30692 1.46482 -4.72043 -0.0233 -0.0133 0.0132 0.4620
H -3.05490 -1.80549 -3.29061 0.0053 0.0013 -0.0339 0.3129
H -0.27713 0.41571 3.57514 -0.1152 -0.2300 -0.1138 0.0771
H 5.24639 -3.82373 -3.13824 -0.0104 0.0687 -0.0508 0.0508
C -3.66847 -0.91445 -3.42791 0.1217 -0.0736 0.0566 -1.2804
C 5.85054 -4.34469 -3.88892 0.0759 -0.1226 0.0676 -0.8580
C 1.20197 -3.20705 -1.16219 -0.4723 -0.3472 -0.2090 0.4163
H 1.47512 4.39379 -0.16436 -0.0091 -0.0108 -0.0197 0.3126
H 6.28669 -5.22172 -3.40896 0.0228 -0.0044 -0.0274 0.2271
H -4.20856 1.77925 -2.97986 -0.0623 -0.0764 -0.0151 0.2883
O 0.24847 -3.82109 -1.54465 0.5574 0.2637 0.1607 -0.5066
H -3.45189 2.80621 7.32739 -0.0526 -0.0467 -0.0109 0.3805
C -0.63723 4.43711 -0.61005 0.0336 0.2814 0.0650 0.4753
O 0.65324 2.87922 3.52387 -0.1335 -0.5437 -0.1979 -0.5916
H 6.87736 -3.97974 0.07836 -0.0079 0.0077 -0.0464 0.3668
H 5.57954 -5.32776 -5.77573 -0.0404 -0.0838 0.0051 0.3292
C -6.61087 4.17661 -3.89468 0.0969 -0.0778 -0.0803 -1.0984
H 1.09913 -0.32461 4.31469 0.0977 -0.2678 -0.1104 0.6186
```
Positions in Å, forces in eV/Å.